16
Properties=species:S:1:pos:R:3:forces:R:3 method="wB97M-V/def2-TZVPD" spin_multiplicity=2 e_lumo_ev="4.3 / 4.5" e_tot_ev=-4340.7030 s2=0.75 max_force_ev_per_a=1.3 mol_weight_g_mol=60.140 homo_lumo_gap_ev="2.66 / 12.37" homo_energy_ha="0.0590 / -0.2910" total_charge=-1 e_above_lowest_ev=0.333
C -0.33151 1.75466 0.03495 1.07 0.82 0.05
C -1.71254 1.95097 -0.55185 -0.28 0.19 -0.16
H 0.14473 0.78520 0.10365 -0.74 -0.42 -0.05
H 0.39034 2.34139 -0.54835 -0.08 0.07 -0.09
H -0.26262 2.19151 1.03623 -0.17 -0.15 0.08
H -1.97737 3.00636 -0.44566 -0.09 0.06 0.18
H -2.49301 1.37108 -0.05836 0.05 -0.11 0.00
H -1.77522 1.78870 -1.62999 0.17 -0.41 0.02
C 1.11969 -1.81099 0.99731 -0.31 -0.02 0.44
C 0.89508 -1.96552 -0.50754 0.22 0.08 0.00
H 1.48842 -0.84034 1.32651 0.10 0.05 -0.18
H 0.18802 -1.98128 1.54483 -0.08 0.19 -0.02
H 1.80035 -2.56933 1.39051 0.10 -0.01 -0.13
H 0.82611 -1.04088 -1.08212 0.06 0.21 0.31
H -0.05200 -2.47299 -0.70111 0.21 -0.35 -0.12
H 1.75152 -2.50855 -0.90901 -0.23 -0.23 -0.34

=====

16
Properties=species:S:1:pos:R:3:forces:R:3 method="wB97M-V/def2-TZVPD" spin_multiplicity=2 e_lumo_ev="4.3 / 4.6" e_tot_ev=-4339.6073 s2=0.75 max_force_ev_per_a=4.8 mol_weight_g_mol=60.140 homo_lumo_gap_ev="2.77 / 11.91" homo_energy_ha="0.0576 / -0.2703" total_charge=-1 e_above_lowest_ev=1.429
C -0.62997 1.40287 1.02477 -0.21 -1.92 -0.67
C -1.07505 2.25154 -0.18601 -0.90 -0.01 1.51
H -1.63613 1.09865 1.35841 0.53 -1.06 0.39
H 0.06667 0.48167 0.67406 -1.92 2.43 1.16
H -0.24538 1.94474 1.92254 0.27 -0.13 -1.09
H -1.78055 2.98850 0.24528 0.29 0.09 -0.40
H -0.21509 2.74721 -0.53459 0.78 0.77 -1.30
H -1.68516 1.69124 -0.93129 0.92 0.16 0.39
C 1.50138 -1.50038 -0.04885 -2.30 1.75 -1.29
C 0.25551 -2.19433 -0.78559 3.29 1.48 -3.15
H 2.19886 -2.24544 0.19324 1.23 -0.64 0.61
H 1.92173 -0.67999 -0.73472 -0.30 -1.25 0.96
H 1.06183 -0.94741 0.82623 1.04 -0.93 -0.52
H -0.57968 -1.86603 -0.28796 -2.36 0.27 0.97
H 0.35380 -3.29135 -0.86032 -0.18 0.55 0.00
H 0.22787 -1.68001 -1.89678 -0.19 -1.57 2.42

=====

16
Properties=species:S:1:pos:R:3:forces:R:3 method="wB97M-V/def2-TZVPD" e_lumo_ev=1.1 smiles=CC.CC e_tot_ev=-4341.6227 max_force_ev_per_a=2.7 mol_weight_g_mol=60.140 homo_lumo_gap_ev=12.21 homo_energy_ha=-0.4071 e_above_lowest_ev=0.906
C 0.08792 1.70160 1.05053 1.19 1.39 -1.95
C -0.05627 1.68659 2.55989 -0.03 0.40 -0.51
H 0.02344 0.77359 0.49714 -0.66 -0.10 0.35
H -0.43437 2.51934 0.53087 -1.18 -0.66 0.37
H 1.03639 2.10029 0.63172 0.53 -0.59 1.11
H 0.82869 2.17027 2.97323 -0.10 -0.42 0.50
H -0.26124 0.69080 2.94557 0.46 -0.02 0.13
H -0.91258 2.28743 2.83813 -0.18 0.17 0.18
C 0.20686 -1.38558 -1.06665 -0.08 0.35 -0.72
C -0.29543 -2.03738 -2.33694 -0.39 -1.43 -1.89
H 0.05778 -2.07473 -0.24118 0.03 0.39 0.33
H 1.25974 -1.17153 -1.20122 0.37 -0.24 0.29
H -0.21762 -0.39955 -0.90131 -0.43 -0.25 0.19
H -0.58194 -3.08977 -2.20012 0.48 0.06 0.27
H 0.42853 -2.04714 -3.16554 0.29 -0.05 0.51
H -1.16990 -1.72422 -2.91411 -0.30 1.00 0.84

=====

16
Properties=species:S:1:pos:R:3:forces:R:3 method="wB97M-V/def2-TZVPD" e_lumo_ev=1.1 smiles=CC.CC e_tot_ev=-4341.5422 max_force_ev_per_a=4.2 mol_weight_g_mol=60.140 homo_lumo_gap_ev=12.57 homo_energy_ha=-0.4198 e_above_lowest_ev=0.986
C -2.27369 1.00732 -1.11342 0.71 -1.93 -0.26
C -1.96117 0.03533 0.05438 -3.05 2.43 1.13
H -1.85972 0.46480 -1.98866 -1.04 0.68 -0.12
H -3.32054 1.24576 -1.10913 -0.61 -0.38 -0.67
H -1.82229 1.96859 -1.12509 0.99 0.70 0.53
H -1.43874 -0.81870 -0.17936 1.47 -1.65 -0.63
H -2.91612 -0.28494 0.53407 0.39 -0.14 -0.68
H -1.56971 0.57886 0.87820 1.17 0.30 0.71
C 1.91486 -1.22232 0.52081 2.15 -2.43 1.77
C 2.32700 0.17404 0.52791 0.29 4.15 0.01
H 2.78973 -1.90792 0.81766 -1.15 0.95 -0.13
H 1.10217 -1.46911 1.16277 -0.58 0.00 0.80
H 1.66487 -1.61743 -0.39797 -0.75 -0.42 -2.34
H 1.42628 0.92147 0.58390 1.54 -1.36 0.43
H 2.77390 0.51825 -0.42859 0.02 -0.55 0.38
H 3.12819 0.43412 1.31413 -1.56 -0.33 -0.93

=====

16
Properties=species:S:1:pos:R:3:forces:R:3 method="wB97M-V/def2-TZVPD" e_lumo_ev=1.1 smiles=CC.CC e_tot_ev=-4341.7134 max_force_ev_per_a=3.5 mol_weight_g_mol=60.140 homo_lumo_gap_ev=12.54 homo_energy_ha=-0.4209 e_above_lowest_ev=0.815
C 1.53859 1.70035 -0.98916 -0.66 -0.75 0.32
C 1.80867 2.18336 0.43320 -1.42 -0.78 -0.78
H 0.82590 0.84026 -0.96232 1.09 0.20 -0.31
H 1.07407 2.39872 -1.65923 -0.43 0.79 0.05
H 2.49923 1.52859 -1.43701 0.27 -0.86 -0.50
H 2.04390 3.20673 0.37271 0.13 1.45 0.47
H 0.92090 1.96478 1.04195 0.44 0.46 0.17
H 2.66025 1.67188 0.81262 0.57 -0.51 0.58
C -1.08592 -2.40973 0.39979 2.21 1.91 1.97
C -2.23248 -1.47652 0.14036 -0.91 0.66 0.63
H -1.17017 -3.23681 -0.21848 0.22 -1.80 -1.00
H -0.06086 -1.88870 0.20369 -1.74 -1.05 0.36
H -1.10744 -2.71766 1.50445 0.29 0.19 -1.69
H -2.01924 -0.45625 -0.18138 0.18 -0.22 -0.05
H -2.79169 -1.42803 1.04671 -0.22 0.79 1.14
H -3.04802 -1.86826 -0.42888 -0.01 -0.47 -1.35

=====

16
Properties=species:S:1:pos:R:3:forces:R:3 method="wB97M-V/def2-TZVPD" e_lumo_ev=1.1 smiles=CC.CC e_tot_ev=-4341.4751 max_force_ev_per_a=2.9 mol_weight_g_mol=60.140 homo_lumo_gap_ev=12.24 homo_energy_ha=-0.4079 e_above_lowest_ev=1.053
C -0.81990 1.08373 -0.65398 -0.92 -2.10 -0.75
C -1.93676 1.95997 -1.10865 -1.26 2.25 -1.23
H -0.08846 1.61923 -0.13253 1.72 0.78 0.01
H -1.15613 0.40720 0.11033 -0.58 -0.28 0.52
H -0.49889 0.35406 -1.44728 0.35 1.12 0.58
H -2.95830 1.53175 -1.02223 0.57 0.51 0.86
H -1.96952 2.16011 -2.17528 0.66 -0.46 -0.63
H -1.82638 3.06523 -0.82093 -0.59 -1.71 0.59
C 0.76784 -1.76819 1.20464 -1.51 -0.51 0.86
C 2.06598 -1.21901 0.68823 0.32 -1.11 -1.64
H 0.62584 -1.79593 2.33735 0.11 0.67 -1.47
H -0.05704 -1.20520 0.63865 0.77 -1.25 1.45
H 0.75011 -2.84267 0.97764 -0.51 0.28 -0.31
H 2.61168 -0.60114 1.35787 0.46 0.63 0.39
H 2.70668 -2.03051 0.27847 -0.04 0.42 0.76
H 1.78325 -0.71864 -0.23232 0.45 0.77 0.01

=====

16
Properties=species:S:1:pos:R:3:forces:R:3 method="wB97M-V/def2-TZVPD" e_lumo_ev=1.2 smiles=CC.CC e_tot_ev=-4342.3802 max_force_ev_per_a=0.9 mol_weight_g_mol=60.140 homo_lumo_gap_ev=12.95 homo_energy_ha=-0.4330 e_above_lowest_ev=0.148
C -1.04199 -1.96263 -0.96707 -0.03 0.15 -0.27
C -0.81715 -0.58495 -1.57954 -0.36 -0.03 -0.36
H -2.02045 -1.99682 -0.49401 -0.05 -0.03 0.17
H -1.05047 -2.71490 -1.75335 0.11 -0.19 0.06
H -0.29099 -2.22036 -0.22032 0.04 -0.04 -0.07
H 0.04316 -0.52837 -2.24069 0.32 -0.18 0.11
H -0.69464 0.16826 -0.80835 -0.12 0.22 0.01
H -1.66732 -0.33016 -2.22823 0.08 0.12 0.34
C 1.48774 0.77054 1.05858 0.38 -0.11 -0.43
C 0.40184 1.76293 1.50553 0.34 -0.81 0.28
H 2.26419 0.64853 1.80736 0.05 0.01 0.20
H 1.13500 -0.23450 0.82752 -0.34 0.04 0.12
H 2.00329 1.07902 0.14306 -0.09 0.23 0.15
H -0.44269 1.22071 1.92824 -0.26 0.02 -0.29
H 0.76828 2.33768 2.35150 0.10 0.49 -0.22
H 0.08852 2.39577 0.67934 -0.17 0.12 0.19

=====

16
Properties=species:S:1:pos:R:3:forces:R:3 method="wB97M-V/def2-TZVPD" e_lumo_ev=1.2 smiles=CC.CC e_tot_ev=-4342.2336 max_force_ev_per_a=1.7 mol_weight_g_mol=60.140 homo_lumo_gap_ev=12.79 homo_energy_ha=-0.4270 e_above_lowest_ev=0.295
C 1.10529 -0.53336 1.66752 -0.87 0.08 -1.48
C 0.38771 0.67962 2.22698 0.17 0.52 0.67
H 2.09165 -0.70549 2.08086 -0.10 -0.28 0.31
H 0.42389 -1.38815 1.69335 0.44 -0.27 0.58
H 1.21990 -0.42906 0.57932 0.37 0.27 0.16
H 1.07195 1.50734 2.43503 0.04 -0.08 -0.09
H -0.08867 0.44176 3.18104 -0.01 0.02 -0.02
H -0.38253 1.09187 1.57553 -0.03 -0.25 -0.15
C -0.96673 -0.82684 -1.73332 -0.03 1.61 -0.47
C -0.53262 0.62102 -2.06505 0.66 -0.59 -0.98
H -1.99875 -0.97199 -2.03440 -0.10 -0.26 -0.11
H -0.30929 -1.45705 -2.32021 -0.02 -0.62 0.43
H -0.90782 -0.94150 -0.65724 0.16 -0.55 0.07
H -0.24028 0.72177 -3.11972 -0.39 -0.24 -0.04
H -1.30116 1.36844 -1.92236 0.05 0.22 0.58
H 0.42745 0.82162 -1.58734 -0.33 0.44 0.54

=====

16
Properties=species:S:1:pos:R:3:forces:R:3 method="wB97M-V/def2-TZVPD" e_lumo_ev=1.2 smiles=CC.CC e_tot_ev=-4341.3340 max_force_ev_per_a=2.4 mol_weight_g_mol=60.140 homo_lumo_gap_ev=12.43 homo_energy_ha=-0.4139 e_above_lowest_ev=1.194
C 0.67902 -1.03042 -1.02819 1.26 -0.58 -0.75
C 1.50267 -1.81644 0.03293 -0.86 -0.77 -1.65
H -0.37288 -1.23230 -0.86896 -0.23 0.38 -0.46
H 0.91558 0.01631 -1.04558 -0.22 0.34 0.25
H 1.05982 -1.32314 -2.06570 -1.05 -0.09 1.28
H 2.13452 -2.36620 -0.64238 1.47 -0.11 0.60
H 0.91644 -2.63519 0.42118 -0.55 -0.04 0.47
H 1.96537 -1.31666 0.86511 0.35 0.45 -0.09
C -0.38537 1.47547 0.69917 0.70 0.61 1.63
C -1.86733 1.49981 0.32529 0.55 -2.22 -0.79
H -0.08970 0.77692 1.47194 -0.64 -1.16 0.03
H 0.37358 1.26533 -0.04999 -0.43 0.96 -0.15
H -0.15450 2.33961 1.35534 0.11 0.35 -1.14
H -2.21024 2.50847 0.27090 -0.77 0.48 0.66
H -2.07849 1.10643 -0.68241 0.51 0.09 0.05
H -2.38848 0.73199 0.94136 -0.21 1.33 0.06

=====

16
Properties=species:S:1:pos:R:3:forces:R:3 method="wB97M-V/def2-TZVPD" e_lumo_ev=1.1 smiles=CC.CC e_tot_ev=-4340.9283 max_force_ev_per_a=4.9 mol_weight_g_mol=60.140 homo_lumo_gap_ev=12.48 homo_energy_ha=-0.4188 e_above_lowest_ev=1.600
C 0.32764 -0.21740 1.81943 -0.12 1.44 2.52
C 1.00511 1.10468 2.53305 -0.78 1.55 -3.11
H -0.79038 -0.14975 2.15208 2.02 -0.50 -1.09
H 0.51087 -0.31104 0.76944 -0.45 0.69 -0.79
H 0.78835 -1.17097 2.15904 -0.40 0.72 0.54
H 0.54245 2.16189 2.14996 0.34 -2.74 0.95
H 2.05750 1.38422 2.34374 -0.15 -1.09 -0.25
H 0.92262 1.05564 3.58259 -0.45 -0.09 1.22
C -0.29763 -1.20588 -2.30653 -3.60 0.16 -2.75
C -0.90098 0.15709 -2.08515 -4.13 1.37 2.33
H -0.92196 -1.96730 -1.81145 1.15 0.18 0.40
H -0.40760 -1.45078 -3.39022 0.26 0.00 0.62
H 0.68905 -1.02728 -2.12770 2.89 -0.87 0.95
H -0.89287 0.95418 -2.84632 0.75 -0.61 0.09
H -2.10886 0.13657 -1.83581 2.81 -0.32 -0.72
H -0.52331 0.54614 -1.10615 -0.13 0.11 -0.93